No. 1
The following is a quantum chemistry calculation of 2 unconnected molecules or ions with the total composition CH7N3, from the OMol25 dataset.

XYZ file:
```
11
CH7N3 ωB97M-V/def2-TZVPD
N 0.935 -2.592 2.405
H 0.873 -3.604 2.335
H 1.881 -2.341 2.132
H 0.361 -2.223 1.650
N 0.495 1.461 -0.324
C -0.554 1.371 -1.206
N -1.226 0.312 -1.353
H 1.191 2.147 -0.564
H 0.783 0.584 0.083
H -0.765 2.331 -1.684
H -2.022 0.444 -1.964
```

Results
Multiplicity: 1
Orbital gap, eV: 10.47
E_HOMO, eV: -9.517
Net charge: 0
LUMO, eV: 0.96
SMILES string: [H]/N=C/N.N

No. 2
The following is a quantum chemistry calculation of 2 unconnected molecules or ions with the total composition C4H11NO, from the OMol25 dataset.

XYZ file:
```
17
C4H11NO ωB97M-V/def2-TZVPD
C 0.620 0.660 2.230
C 1.764 -0.167 1.635
H 0.932 1.365 2.994
H 0.090 1.221 1.450
H -0.156 0.005 2.627
H 1.621 -0.375 0.576
H 2.762 0.250 1.808
H 1.772 -1.147 2.124
C -1.700 0.529 -2.189
C -1.233 -0.500 -1.189
O -1.940 -0.958 -0.323
N 0.107 -0.829 -1.308
H -1.371 0.252 -3.197
H -1.280 1.508 -1.953
H 0.356 -1.698 -0.858
H 0.442 -0.707 -2.251
H -2.788 0.591 -2.176
```

Results
Multiplicity: 1
Orbital gap, eV: 10.78
E_HOMO, eV: -9.947
Net charge: 0
LUMO, eV: 0.83
SMILES string: CC(N)=O.CC

No. 3
The following is a quantum chemistry calculation of 12 unconnected molecules or ions with the total composition C37H43BF11O40P2S2 at a distorted geometry, from the OMol25 dataset.

XYZ file:
```
136
C37H43BF11O40P2S2 ωB97M-V/def2-TZVPD
C -0.598 4.746 -0.112
C -1.102 3.274 0.199
O -1.472 2.530 -0.737
O -1.123 2.701 1.523
C -0.501 1.385 1.323
O -1.226 0.396 1.464
C 1.029 1.396 0.895
B 2.028 0.486 1.829
S 3.525 1.587 2.292
P 1.274 -0.098 3.500
O 2.671 -0.457 4.475
O 0.548 -1.655 3.255
P 2.728 -0.928 0.716
O 1.518 -1.502 -0.388
O 3.931 -0.192 -0.307
S 3.590 -2.385 1.672
H 0.279 4.714 -0.854
H -1.440 5.413 -0.519
H -0.182 5.173 0.874
H 1.402 2.486 0.926
H 1.051 1.084 -0.214
H 4.485 0.639 2.642
H 2.400 -0.611 5.405
H 1.251 -2.332 3.406
H 1.546 -0.940 -1.200
H 4.784 -0.386 0.147
C 5.067 0.921 8.380
C 5.926 0.324 7.313
O 5.294 -0.916 7.049
C 3.978 -0.719 7.325
O 3.097 -1.452 6.969
O 3.779 0.417 8.050
F 7.182 0.080 7.778
H 5.343 0.583 9.384
H 5.079 2.012 8.362
H 5.979 0.915 6.393
C -4.003 -0.990 -0.250
C -3.473 -2.355 0.042
O -4.054 -3.150 -0.977
C -4.229 -2.312 -2.036
O -4.444 -2.682 -3.157
O -4.123 -1.006 -1.670
F -3.914 -2.804 1.244
H -4.987 -0.815 0.194
H -3.324 -0.201 0.079
H -2.383 -2.435 -0.005
C 7.550 2.486 2.339
C 8.267 3.455 3.223
O 7.326 3.707 4.248
C 6.579 2.571 4.344
O 5.865 2.310 5.271
O 6.746 1.766 3.264
F 8.521 4.617 2.574
H 6.906 2.977 1.606
H 8.234 1.819 1.812
H 9.192 3.067 3.661
C 6.967 2.238 -3.388
C 6.974 1.007 -2.540
O 7.465 1.476 -1.298
C 7.082 2.780 -1.225
O 7.080 3.422 -0.215
O 6.693 3.260 -2.437
F 7.840 0.085 -3.027
H 7.935 2.432 -3.860
H 6.201 2.206 -4.161
H 5.990 0.551 -2.399
C 4.143 3.742 -7.397
C 4.155 2.729 -8.496
O 5.262 1.912 -8.172
C 5.368 1.967 -6.816
O 6.011 1.201 -6.160
O 4.645 2.997 -6.294
F 4.389 3.315 -9.694
H 4.806 4.588 -7.596
H 3.141 4.123 -7.191
H 3.250 2.117 -8.552
C -8.455 -2.008 -2.081
C -8.887 -0.599 -2.328
O -8.707 0.016 -1.067
C -7.690 -0.667 -0.473
O -7.079 -0.276 0.479
O -7.443 -1.850 -1.096
F -10.201 -0.540 -2.654
H -9.256 -2.631 -1.680
H -8.058 -2.483 -2.977
H -8.295 -0.072 -3.082
C 1.123 4.028 -12.486
C 1.125 2.794 -11.642
O 1.615 3.255 -10.398
C 1.237 4.561 -10.321
O 1.237 5.200 -9.312
O 0.851 5.047 -11.534
F 1.988 1.872 -12.131
H 2.092 4.219 -12.956
H 0.357 4.002 -13.262
H 0.139 2.341 -11.503
C -9.020 -3.552 1.757
C -8.477 -4.913 2.058
O -9.040 -5.717 1.040
C -9.215 -4.886 -0.024
O -9.414 -5.258 -1.143
O -9.128 -3.575 0.339
F -8.922 -5.361 3.257
H -10.008 -3.386 2.193
H -8.352 -2.755 2.087
H -7.386 -4.982 2.019
C -6.315 -5.460 -4.094
C -7.027 -6.302 -5.106
O -8.370 -5.874 -4.993
C -8.304 -4.575 -4.590
O -9.216 -3.804 -4.644
O -7.067 -4.255 -4.122
F -6.963 -7.616 -4.779
H -6.351 -5.888 -3.089
H -5.273 -5.279 -4.360
H -6.681 -6.159 -6.134
C -1.918 3.401 6.146
C -1.913 3.900 4.734
O -0.540 3.944 4.413
C 0.044 2.969 5.170
O 1.133 2.533 4.974
O -0.782 2.551 6.173
F -2.415 5.160 4.659
H -1.789 4.205 6.877
H -2.827 2.848 6.389
H -2.435 3.250 4.025
C 1.426 -3.985 8.141
C 0.730 -4.516 6.929
O 1.091 -5.884 6.925
C 1.287 -6.213 8.232
O 1.340 -7.335 8.642
O 1.410 -5.107 9.017
F 1.206 -3.941 5.803
H 2.461 -3.696 7.941
H 0.905 -3.135 8.583
H -0.360 -4.423 6.958
```

Results
Multiplicity: 1
Orbital gap, eV: 5.43
E_HOMO, eV: -4.129
Net charge: -1
LUMO, eV: 1.30

No. 4
The following is a quantum chemistry calculation of 3 unconnected molecules or ions with the total composition C2H9O3 at a distorted geometry, from the OMol25 dataset.

XYZ file:
```
14
C2H9O3 ωB97M-V/def2-TZVPD
C 1.713 -0.209 0.124
O 1.104 0.566 -0.902
C 1.371 0.410 1.485
H 1.282 -1.211 0.063
H 2.792 -0.203 -0.051
H 0.340 0.129 1.740
H 1.926 0.045 2.358
H 1.363 1.489 1.361
H -1.922 -0.475 -0.011
H -2.267 0.119 1.342
O -2.457 -0.656 0.814
H -1.674 0.047 -2.344
H 0.170 0.175 -1.065
O -1.254 -0.082 -1.505
```

Results
Multiplicity: 1
Orbital gap, eV: 8.25
E_HOMO, eV: -4.026
Net charge: -1
LUMO, eV: 4.23

No. 5
The following is a quantum chemistry calculation of a molecular structure, C3H5N3O, from the OMol25 dataset.

XYZ file:
```
12
C3H5N3O ωB97M-V/def2-TZVPD
N 1.501 -0.753 1.843
C 1.355 -0.091 0.690
N 1.299 0.535 -0.291
C -0.329 1.038 -1.115
O -0.173 0.806 -2.424
C -1.284 0.199 -0.438
N -1.153 -0.447 0.671
H 2.098 -1.570 1.767
H 0.572 -0.974 2.199
H 0.215 1.602 -2.811
H -2.270 0.350 -0.906
H -2.071 -0.722 1.021
```

Results
Multiplicity: 1
Orbital gap, eV: 8.23
E_HOMO, eV: -7.509
Net charge: 0
LUMO, eV: 0.72

No. 6
The following is a quantum chemistry calculation of a molecular structure, C7H18ClGdI2O4P2 at a distorted geometry, from the OMol25 dataset.

XYZ file:
```
35
C7H18ClGdI2O4P2 ωB97M-V/def2-TZVPD
I 1.935 -4.476 -1.486
I -0.688 -4.577 -0.803
Gd 0.649 -0.506 0.230
P -0.022 0.540 -2.230
C -1.568 0.756 -3.171
C 0.894 2.110 -2.673
H 1.913 -0.830 -2.917
H 0.996 -0.365 -4.393
H 0.414 -1.659 -3.269
C 0.901 -0.673 -3.330
H 1.901 2.076 -2.224
H 0.998 2.330 -3.756
H -1.488 1.019 -4.249
H -2.181 1.538 -2.694
H 0.375 2.958 -2.196
H -2.171 -0.164 -3.107
C -2.238 -0.027 -0.003
O -3.385 -0.043 0.115
Cl 2.994 0.034 -0.211
C 1.309 -2.096 4.650
O 0.377 -0.983 4.550
P 0.187 -0.684 2.989
O -1.364 -0.134 2.884
C -2.243 -1.315 3.060
O 1.117 0.712 2.628
C 0.707 2.099 2.580
H 2.253 -1.892 4.136
H 0.916 -3.014 4.197
H 1.471 -2.219 5.738
H -2.139 -2.031 2.221
H -1.919 -1.851 3.958
H -3.258 -0.970 3.155
H 0.163 2.307 1.620
H 0.049 2.284 3.424
H 1.594 2.715 2.641
```

Results
Multiplicity: 8
Orbital gap (alpha / beta), eV: 4.92 / 5.79
E_HOMO (alpha / beta), eV: -13.386 / -15.134
Net charge: +2
LUMO (alpha / beta), eV: -8.47 / -9.34

no.,DFT total energy (a.u.)
1,-206.5579
2,-289.0090
3,-7048.1325
4,-307.3342
5,-356.6824
6,-3081.7371